No. 1
This record from the Open Molecules 2025 dataset describes a 2-piece molecular cluster, NO3S overall in a non-equilibrium geometry. The level of theory is the ωB97M-V functional and the def2-TZVPD basis.

Last column: natural (NBO) charge in e.
Cartesian coordinates (Å):
S: 1.140 -0.154 -0.459  1.291
O: 1.189 -0.560 0.933  -0.967
O: 2.098 0.983 -0.831  -0.985
O: -2.116 -0.450 0.439  -0.348
N: -1.592 0.245 -0.423  0.008

Properties
Charge   -1
Energy   -18466.139 eV
E_HOMO (spin up / spin down)   -1.80 / -3.80 eV

=====

No. 2
This record from the Open Molecules 2025 dataset describes a 2-piece molecular cluster, NO4S overall in a non-equilibrium geometry. The level of theory is the ωB97M-V functional and the def2-TZVPD basis.

Last column: natural (NBO) charge in e.
Cartesian coordinates (Å):
S: -0.988 0.343 -0.613  1.643
O: -0.954 -0.246 -1.961  -0.861
O: 2.288 -1.138 1.516  -0.311
O: -1.099 1.803 -0.536  -0.818
O: -1.837 -0.337 0.383  -0.797
N: 1.921 -0.213 0.844  0.144

Properties
Charge   -1
Energy   -20510.546 eV
E_HOMO (spin up / spin down)   -2.06 / -2.49 eV

=====

No. 3
This record from the Open Molecules 2025 dataset describes an isolated ion of composition NO4S and charge -1 in a non-equilibrium geometry. The level of theory is the ωB97M-V functional and the def2-TZVPD basis.

Last column: natural (NBO) charge in e.
Cartesian coordinates (Å):
S: 1.054 -0.506 0.146  1.624
O: 1.452 -0.707 -1.238  -0.969
O: -1.298 0.818 -0.828  -0.467
O: -1.801 -0.313 1.013  -0.496
O: 1.563 0.637 0.778  -0.976
N: -0.969 0.070 0.128  0.284

Properties
Charge   -1
Energy   -20514.218 eV
E_HOMO   -4.43 eV

=====

No. 4
This record from the Open Molecules 2025 dataset describes a 2-piece molecular cluster, NO4S2 overall in a non-equilibrium geometry. The level of theory is the ωB97M-V functional and the def2-TZVPD basis.

Last column: natural (NBO) charge in e.
Cartesian coordinates (Å):
S: 0.453 -0.643 1.052  1.830
S: 2.408 -0.804 1.147  -0.502
O: -1.393 0.561 -0.898  -0.436
O: -0.156 -1.953 0.966  -0.907
O: -0.234 0.467 1.678  -0.887
O: 0.556 0.899 -1.804  -0.442
N: -0.236 0.339 -1.099  0.343

Properties
Charge   -1
Energy   -31348.752 eV
E_HOMO (spin up / spin down)   -4.34 / -4.32 eV

=====

No. 5
This record from the Open Molecules 2025 dataset describes O12S3Sn as an isolated structure in a non-equilibrium geometry. The level of theory is the ωB97M-V functional and the def2-TZVPD basis.

Last column: natural (NBO) charge in e.
Cartesian coordinates (Å):
Sn: -11.503 -5.871 35.806  1.609
S: -11.670 -2.322 35.418  2.581
S: -9.671 -6.896 32.961  2.592
S: -13.263 -4.777 39.520  2.580
O: -10.470 -3.165 35.615  -1.104
O: -9.817 -7.689 34.234  -1.166
O: -13.032 -5.939 40.388  -1.166
O: -11.606 -1.625 34.135  -1.100
O: -10.350 -5.616 33.183  -1.084
O: -12.776 -3.349 35.351  -1.113
O: -12.609 -5.004 38.210  -1.126
O: -8.255 -6.778 32.629  -1.096
O: -11.819 -1.307 36.492  -1.062
O: -14.715 -4.444 39.503  -1.092
O: -12.473 -3.813 40.342  -1.127
O: -10.359 -7.675 31.924  -1.126

Properties
Charge   -4
Energy   -62898.566 eV
E_HOMO   4.44 eV

=====

No. 6
This record from the Open Molecules 2025 dataset describes O12S3Sr6 as an isolated structure in a non-equilibrium geometry. The level of theory is the ωB97M-V functional and the def2-TZVPD basis.

Last column: natural (NBO) charge in e.
Cartesian coordinates (Å):
Sr: -0.270 -3.680 -2.115  1.964
Sr: -2.123 -3.116 3.537  1.988
Sr: 0.012 2.123 -1.024  1.896
Sr: 2.928 -1.266 -0.888  1.971
Sr: 2.094 0.380 3.051  1.916
Sr: -3.094 -0.115 0.221  1.957
S: -1.224 -0.212 -3.068  2.601
S: 0.106 -1.573 0.896  2.643
S: 1.162 2.958 1.711  2.525
O: 2.427 3.119 2.227  -1.004
O: -0.132 0.701 -2.974  -1.043
O: 0.688 4.062 0.781  -0.994
O: 0.274 2.981 2.884  -1.017
O: 0.510 -2.411 -0.246  -1.229
O: -0.725 -2.308 1.797  -1.135
O: 1.070 1.628 1.135  -1.325
O: -0.439 -0.342 0.288  -1.090
O: -2.168 -0.025 -2.055  -1.133
O: 1.462 -1.389 1.533  -1.140
O: -1.829 0.039 -4.418  -0.282
O: -0.728 -1.551 -3.271  -1.071

Properties
Charge   +7
Energy   -61996.271 eV
E_HOMO (spin up / spin down)   -25.92 / -25.92 eV
2S+1   2

=====

No. 7
This record from the Open Molecules 2025 dataset describes one molecule with the formula O2 in a non-equilibrium geometry. The level of theory is the ωB97M-V functional and the def2-TZVPD basis.

Last column: natural (NBO) charge in e.
Cartesian coordinates (Å):
O: 0.480 -0.479 -0.198  0.000
O: -0.480 0.479 0.198  0.000

Properties
Energy   -4088.521 eV
E_HOMO   -11.45 eV

=====

No. 8
This record from the Open Molecules 2025 dataset describes an isolated ion of composition O2P and charge -1 in a non-equilibrium geometry. The level of theory is the ωB97M-V functional and the def2-TZVPD basis.

Last column: natural (NBO) charge in e.
Cartesian coordinates (Å):
P: 0.027 -0.113 0.685  1.303
O: 0.262 1.281 0.046  -1.150
O: -0.269 -1.187 -0.424  -1.153

Properties
Charge   -1
Energy   -13386.357 eV
E_HOMO   -3.86 eV